# 1
# C40H41LuP2

A structure of composition C40H41LuP2 in a non-equilibrium geometry (the ωB97M-V functional and the def2-TZVPD basis, the OMol25 dataset).

## Properties
Net charge ... +2

CARTESIAN COORDINATES (ANGSTROEM)
C: -1.766 3.064 -2.789
C: -0.797 3.260 -1.785
C: 0.306 4.095 -2.045
C: 0.460 4.674 -3.304
C: -0.527 4.523 -4.286
C: -1.650 3.727 -4.006
P: -0.944 2.258 -0.241
C: 0.110 3.195 0.961
C: 1.511 2.893 0.991
C: 2.285 3.463 2.013
C: 1.762 4.430 2.871
C: 0.418 4.824 2.738
C: -0.408 4.166 1.816
Lu: 1.064 0.554 -0.255
P: 0.270 -0.885 -2.345
C: 1.450 0.207 -3.290
C: 1.078 0.616 -4.573
C: 1.808 1.619 -5.233
C: 2.985 2.100 -4.660
C: 3.409 1.620 -3.423
C: 2.652 0.687 -2.702
C: 1.091 -2.482 -2.075
C: 0.347 -3.473 -1.385
C: 0.985 -4.633 -0.952
C: 2.341 -4.850 -1.245
C: 3.074 -3.879 -1.945
C: 2.442 -2.716 -2.380
C: -1.256 -1.171 -3.268
C: -2.472 -0.774 -2.655
C: -3.674 -0.937 -3.339
C: -3.659 -1.504 -4.627
C: -2.464 -1.934 -5.223
C: -1.252 -1.762 -4.546
C: -2.668 2.441 0.283
C: -3.426 3.560 -0.116
C: -4.775 3.661 0.241
C: -5.364 2.685 1.050
C: -4.604 1.597 1.501
C: -3.259 1.477 1.136
H: -0.724 -3.326 -1.203
H: 0.426 -5.376 -0.375
H: 2.844 -5.755 -0.892
H: 4.140 -4.033 -2.148
H: 2.994 -1.990 -2.977
H: 0.185 0.140 -4.989
H: 1.465 2.056 -6.173
H: 3.566 2.849 -5.204
H: 4.338 1.974 -2.984
H: 3.057 0.256 -1.756
H: -2.459 -0.362 -1.641
H: -4.612 -0.624 -2.870
H: -4.598 -1.602 -5.176
H: -2.468 -2.411 -6.210
H: -0.321 -2.107 -5.002
H: -2.980 4.352 -0.723
H: -5.362 4.500 -0.143
H: -6.422 2.760 1.319
H: -5.061 0.822 2.123
H: -2.669 0.631 1.501
H: 2.067 2.432 0.101
H: 3.329 3.138 2.113
H: 2.388 4.892 3.645
H: 0.029 5.626 3.362
H: -1.469 4.421 1.760
H: 1.074 4.244 -1.278
H: 1.375 5.225 -3.537
H: -0.412 4.985 -5.272
H: -2.396 3.536 -4.783
H: -2.586 2.350 -2.647
H: -0.494 1.921 -5.430
H: -0.899 1.618 -4.856
C: 2.094 -0.668 1.944
C: 0.883 -1.538 1.517
C: 0.461 -2.496 2.673
C: -0.285 -0.659 1.050
H: 1.807 0.013 2.772
H: 2.615 -0.067 1.117
H: 2.910 -1.325 2.298
H: 1.220 -2.201 0.694
H: 0.072 -1.928 3.538
H: -0.341 -3.167 2.338
H: 1.308 -3.117 3.013
H: -1.135 -1.222 0.673
H: -0.652 -0.047 1.885

Table of Löwdin atomic charges, one value per atom, all in e: atom 1 (C): -0.13, atom 2 (C): -0.36, atom 3 (C): -0.08, atom 4 (C): -0.07, atom 5 (C): -0.06, atom 6 (C): -0.11, atom 7 (P): 1.00, atom 8 (C): -0.36, atom 9 (C): -0.21, atom 10 (C): -0.06, atom 11 (C): -0.04, atom 12 (C): -0.02, atom 13 (C): -0.05, atom 14 (Lu): 1.32, atom 15 (P): 1.00, atom 16 (C): -0.37, atom 17 (C): -0.13, atom 18 (C): -0.06, atom 19 (C): -0.05, atom 20 (C): -0.06, atom 21 (C): -0.18, atom 22 (C): -0.38, atom 23 (C): -0.10, atom 24 (C): -0.06, atom 25 (C): -0.05, atom 26 (C): -0.06, atom 27 (C): -0.09, atom 28 (C): -0.37, atom 29 (C): -0.10, atom 30 (C): -0.06, atom 31 (C): -0.04, atom 32 (C): -0.04, atom 33 (C): -0.09, atom 34 (C): -0.37, atom 35 (C): -0.09, atom 36 (C): -0.05, atom 37 (C): -0.05, atom 38 (C): -0.06, atom 39 (C): -0.08, atom 40 (H): 0.12, atom 41 (H): 0.12, atom 42 (H): 0.12, atom 43 (H): 0.12, atom 44 (H): 0.10, atom 45 (H): 0.06, atom 46 (H): 0.12, atom 47 (H): 0.13, atom 48 (H): 0.12, atom 49 (H): 0.09, atom 50 (H): 0.09, atom 51 (H): 0.12, atom 52 (H): 0.12, atom 53 (H): 0.12, atom 54 (H): 0.12, atom 55 (H): 0.11, atom 56 (H): 0.12, atom 57 (H): 0.12, atom 58 (H): 0.12, atom 59 (H): 0.08, atom 60 (H): 0.07, atom 61 (H): 0.12, atom 62 (H): 0.13, atom 63 (H): 0.13, atom 64 (H): 0.12, atom 65 (H): 0.10, atom 66 (H): 0.12, atom 67 (H): 0.12, atom 68 (H): 0.12, atom 69 (H): 0.11, atom 70 (H): 0.09, atom 71 (H): 0.10, atom 72 (C): -0.10, atom 73 (C): -0.54, atom 74 (C): -0.05, atom 75 (C): -0.35, atom 76 (H): 0.11, atom 77 (H): 0.04, atom 78 (H): 0.11, atom 79 (H): 0.10, atom 80 (H): 0.09, atom 81 (H): 0.09, atom 82 (H): 0.09, atom 83 (H): 0.04, atom 84 (H): 0.05

***

# 2
# C16H24O12

A cluster of 3 separate species, C16H24O12 in total in a non-equilibrium geometry (the ωB97M-V functional and the def2-TZVPD basis, the OMol25 dataset).

## Properties
SMILES ... CC(=O)OC[C@@]1(CCCCO)COC(=O)O1.O=C1OCCO1.O=C1OCCO1

CARTESIAN COORDINATES (ANGSTROEM)
C: -6.327 0.009 0.463
C: -5.629 -0.997 1.318
O: -5.876 -2.176 1.244
O: -4.750 -0.521 2.259
C: -3.560 0.046 1.718
C: -2.380 -0.898 1.858
C: -1.191 -0.221 1.207
C: -1.020 -0.638 -0.251
C: -0.353 -1.993 -0.483
C: 0.510 -2.486 0.644
O: 1.426 -3.428 0.074
C: -2.196 -1.264 3.324
O: -2.728 -2.571 3.446
C: -2.951 -3.081 2.207
O: -3.267 -4.235 1.982
O: -2.708 -2.155 1.274
H: -6.406 -0.396 -0.531
H: -7.326 0.156 0.842
H: -5.834 0.967 0.419
H: -3.326 0.935 2.282
H: -3.723 0.332 0.684
H: -0.297 -0.324 1.797
H: -1.419 0.833 1.207
H: -2.014 -0.684 -0.675
H: -0.519 0.156 -0.779
H: 0.305 -1.907 -1.336
H: -1.064 -2.759 -0.739
H: -0.061 -2.993 1.413
H: 1.085 -1.684 1.086
H: 2.011 -3.723 0.768
H: -1.143 -1.254 3.581
H: -2.741 -0.614 3.990
O: 1.547 0.849 2.659
C: 2.392 0.864 1.825
O: 2.506 1.800 0.861
C: 3.755 1.596 0.178
C: 4.026 0.133 0.450
O: 3.357 -0.075 1.702
H: 3.657 1.827 -0.875
H: 4.506 2.253 0.616
H: 3.578 -0.524 -0.299
H: 5.084 -0.099 0.540
O: 4.712 3.894 -1.913
C: 4.446 3.544 -3.013
O: 4.383 4.355 -4.090
C: 4.260 3.542 -5.263
C: 3.664 2.265 -4.707
O: 4.158 2.264 -3.362
H: 3.624 4.028 -5.997
H: 5.252 3.390 -5.690
H: 2.574 2.287 -4.682
H: 3.992 1.372 -5.233

Table of natural (NBO) atomic charges, one value per atom, all in e: atom 1 (C): -0.74, atom 2 (C): 0.80, atom 3 (O): -0.52, atom 4 (O): -0.54, atom 5 (C): -0.09, atom 6 (C): 0.20, atom 7 (C): -0.43, atom 8 (C): -0.39, atom 9 (C): -0.43, atom 10 (C): -0.06, atom 11 (O): -0.73, atom 12 (C): -0.08, atom 13 (O): -0.48, atom 14 (C): 0.98, atom 15 (O): -0.58, atom 16 (O): -0.50, atom 17 (H): 0.24, atom 18 (H): 0.25, atom 19 (H): 0.22, atom 20 (H): 0.20, atom 21 (H): 0.19, atom 22 (H): 0.24, atom 23 (H): 0.22, atom 24 (H): 0.21, atom 25 (H): 0.21, atom 26 (H): 0.21, atom 27 (H): 0.22, atom 28 (H): 0.17, atom 29 (H): 0.15, atom 30 (H): 0.47, atom 31 (H): 0.19, atom 32 (H): 0.20, atom 33 (O): -0.59, atom 34 (C): 0.97, atom 35 (O): -0.49, atom 36 (C): -0.10, atom 37 (C): -0.10, atom 38 (O): -0.49, atom 39 (H): 0.22, atom 40 (H): 0.19, atom 41 (H): 0.19, atom 42 (H): 0.21, atom 43 (O): -0.57, atom 44 (C): 0.97, atom 45 (O): -0.48, atom 46 (C): -0.10, atom 47 (C): -0.10, atom 48 (O): -0.50, atom 49 (H): 0.21, atom 50 (H): 0.19, atom 51 (H): 0.19, atom 52 (H): 0.21

***

Which M belongs to each record? In order, 758.68, 408.36 g/mol.
Which ΔE to the lowest compared entry with this formula, charge and spin belongs to each record? In order, 0.0, 27.1 kcal/mol.